[1]
Density functional theory data (ωB97M-V with the def2-TZVPD basis set) for the molecule C4H10P2 in a non-equilibrium geometry.

Geometry as XYZ:
```
16
Properties=species:S:1:pos:R:3:forces:R:3:lowdin_charge:R:1
P -0.1270 2.4006 1.6210 0.25 0.68 -0.76 0.75
P 0.4340 -1.0871 -2.3946 -0.12 -0.37 0.32 0.88
C 0.3627 -1.0479 -0.7155 0.33 -0.06 -0.35 -0.73
C 0.7948 0.0235 0.2536 -0.86 -0.04 1.90 -0.31
C -0.3869 -2.1786 -0.1724 -2.41 -2.93 2.40 -0.24
C -0.3599 1.0267 0.3917 -1.85 0.31 -0.89 -0.58
H -1.3104 0.5764 0.7239 0.59 -0.69 0.79 0.06
H 0.8829 3.1691 0.9101 -0.56 -0.34 0.31 -0.11
H 0.0708 -2.8426 0.6181 0.50 1.09 -0.57 0.09
H 1.1033 0.1038 -2.6619 0.42 0.65 0.09 -0.16
H -0.7368 -2.9905 -0.8599 0.32 1.14 -0.14 0.06
H 0.9784 -0.2696 1.3686 -0.03 -0.34 -2.07 0.13
H 1.6883 0.4987 -0.0968 0.46 0.46 -0.22 0.08
H -1.3390 -1.9028 0.4119 1.14 0.19 -0.96 0.10
H -1.2243 3.2472 1.1852 0.58 -0.48 0.16 -0.11
H -0.8309 1.2730 -0.5829 1.24 0.71 0.01 0.07
```
Positions in Å, forces in eV/Å.

Calculated values
Gap between HOMO and LUMO   0.33846 hartree
SMILES string   [H]/P=C(/C)CCP
LUMO level   0.3 eV
M   120.07 g mol⁻¹

***

[2]
Density functional theory data (ωB97M-V with the def2-TZVPD basis set) for C10H17Cl2N4O4Sc as an isolated structure.

Geometry as XYZ:
```
38
Properties=species:S:1:pos:R:3:forces:R:3:lowdin_charge:R:1
Sc 0.5514 -0.2013 -0.2183 -0.06 -0.02 0.09 0.87
Cl 2.4594 -0.7778 1.7683 0.01 -0.03 0.00 0.67
Cl 1.4749 1.9217 1.3545 0.01 -0.05 -0.05 0.66
O -0.6815 -0.5171 1.5667 0.00 0.01 -0.08 -0.17
O -1.2041 0.3175 -0.7110 -0.11 0.05 -0.05 -0.13
O -3.3028 0.9729 -0.2677 -0.01 0.02 -0.04 0.18
O 2.1435 -0.7458 -1.6134 -0.02 0.03 0.05 -0.06
N 0.0229 -3.7170 -0.6241 -0.02 0.01 0.01 0.22
N 1.1789 1.2449 -1.8999 -0.02 0.05 -0.06 0.09
N 1.8022 1.8081 -3.9808 -0.01 0.01 0.00 -0.06
N 0.2280 3.1588 -2.8846 0.00 0.02 -0.03 0.27
C 2.4954 0.5532 -3.7117 0.01 0.06 -0.02 0.02
C 1.0389 2.1220 -2.9412 0.01 -0.03 0.05 -0.35
C 0.1824 -2.5901 -0.4763 0.05 0.03 -0.01 0.03
C 1.9756 0.2663 -2.3336 0.06 -0.08 0.01 -0.44
C -2.2913 0.4416 0.0658 0.06 -0.09 0.11 -0.51
C -2.9383 -1.4575 1.5462 -0.02 -0.02 0.05 0.02
C -2.1283 -0.1788 1.4608 0.03 0.01 -0.03 -0.46
C 1.8740 2.5484 -5.2375 0.02 -0.03 0.04 0.02
C 2.2169 0.8126 2.5377 -0.01 0.05 -0.03 -0.83
C -2.4749 0.8236 2.5401 -0.05 0.02 0.00 0.02
H 2.2175 -0.2322 -4.4170 0.00 -0.01 0.00 0.16
H -0.1183 -4.7041 -0.7602 0.01 0.00 -0.02 0.14
H 0.0939 3.7698 -3.6741 0.00 0.00 0.00 0.14
H 3.5817 0.6676 -3.7146 0.00 -0.01 0.00 0.17
H -0.3837 3.2685 -2.0919 0.00 -0.01 0.01 0.14
H -3.5025 1.1529 2.3933 0.00 0.00 0.01 0.11
H -1.8276 1.6994 2.4898 0.01 0.00 -0.01 0.10
H 3.1851 1.2095 2.8189 0.00 -0.01 0.02 0.06
H -3.9942 -1.2183 1.4281 0.01 0.01 0.00 0.12
H 0.9496 2.4410 -5.8052 0.00 0.01 -0.01 0.11
H 2.6949 2.1480 -5.8252 -0.01 0.00 -0.01 0.11
H -0.5591 -1.1457 2.2896 0.00 0.00 0.01 0.12
H 1.5427 0.7019 3.3780 0.02 0.00 0.01 0.05
H -2.3960 0.3718 3.5297 0.01 -0.01 0.00 0.10
H -2.8097 -1.9270 2.5242 0.00 -0.01 -0.01 0.11
H -2.6606 -2.1637 0.7631 0.01 0.00 0.00 0.09
H 2.0834 3.5998 -5.0427 -0.01 0.01 -0.01 0.11
```
Positions in Å, forces in eV/Å.

Calculated values
Total charge   +2
Gap between HOMO and LUMO   0.35070 hartree
LUMO level   -6.4 eV
M   373.13 g mol⁻¹

***

[3]
Density functional theory data (ωB97M-V with the def2-TZVPD basis set) for a 3-piece molecular cluster, C2H3IN2 overall in a non-equilibrium geometry.

Geometry as XYZ:
```
8
Properties=species:S:1:pos:R:3:forces:R:3:lowdin_charge:R:1
I 0.8594 -0.2156 -2.0956 0.54 -0.22 -0.21 0.37
N 1.1177 1.1670 1.4532 -2.74 -0.54 0.16 0.05
N -1.9337 -0.4630 -0.1533 0.84 2.62 -0.10 0.03
C 2.2221 1.3686 1.5226 3.42 0.75 -0.47 -0.11
C -2.3124 -1.5159 -0.0480 -1.14 -2.65 0.04 -0.09
H 3.2779 1.5940 1.4037 -0.68 -0.20 0.35 0.06
H -2.7170 -2.5035 -0.0302 0.11 0.02 0.14 0.06
H -0.5142 0.5685 -2.0525 -0.36 0.22 0.08 -0.37
```
Positions in Å, forces in eV/Å.

Calculated values
Gap between HOMO and LUMO   0.37864 hartree
SMILES string   C#N.C#N.I
LUMO level   0.8 eV
M   181.96 g mol⁻¹

***

[4]
Density functional theory data (ωB97M-V with the def2-TZVPD basis set) for C12H8CrN2O4 as an isolated structure in a non-equilibrium geometry.

Geometry as XYZ:
```
27
Properties=species:S:1:pos:R:3:forces:R:3:lowdin_spin:R:1
Cr -0.0741 0.3746 -0.0065 0.13 0.04 0.37 3.03
O 2.9095 -0.2388 -0.1877 -5.55 2.00 0.72 0.08
O -0.0809 2.5001 2.2750 0.17 -3.21 -4.15 0.06
O -3.0567 -0.0202 -0.4729 5.15 1.39 1.47 0.09
O 0.0923 2.7385 -1.9667 -0.42 -3.77 3.36 0.09
N 2.9764 -0.7000 5.3235 -2.18 -0.39 -1.47 0.00
N -0.1981 -0.8590 1.7564 0.34 -2.60 0.92 0.14
C 0.8165 -1.0548 3.8944 0.50 -0.12 0.08 0.01
C -1.5411 -1.3649 3.6628 -0.25 -0.19 -0.40 0.01
C -0.4428 -1.1940 4.4921 0.06 0.43 -0.10 0.02
C 0.9188 -1.0106 2.5053 -0.60 0.67 0.54 0.03
C -0.0487 1.7516 1.3886 -0.19 5.04 6.61 0.05
C -0.0071 1.8853 -1.1836 0.55 6.88 -5.79 0.06
C -0.0987 -1.5744 -0.8293 0.21 -1.37 -3.70 0.16
C -1.3814 -1.2255 2.2819 -0.03 0.44 1.12 0.02
C -1.9584 0.2221 -0.1612 -8.83 -1.49 -1.73 0.05
C 2.0100 -0.8795 4.6886 1.93 0.13 1.30 0.00
C 1.8017 0.1062 -0.0304 9.14 -2.34 -0.71 0.05
C -0.0077 -0.5756 -1.8586 -0.11 -3.11 -0.50 0.00
H 1.8944 -1.0199 2.0034 -0.43 0.27 0.42 0.00
H 0.7733 -2.1980 -0.5765 -0.24 0.67 0.19 0.01
H -2.5287 -1.5653 4.0665 0.16 -0.03 -0.02 0.00
H -0.8787 -0.3602 -2.5000 0.16 0.05 0.65 0.01
H -0.5426 -1.1147 5.5743 0.01 -0.26 -0.24 0.00
H 0.9371 -0.4131 -2.4061 -0.26 0.01 0.63 0.01
H -2.2408 -1.3652 1.6170 0.35 0.27 0.26 0.00
H -1.0407 -2.1207 -0.6733 0.25 0.60 0.20 0.01
```
Positions in Å, forces in eV/Å.

Calculated values
Total charge   +2
Expectation value of S²   6.0364
2S+1   5
Gap between HOMO and LUMO (spin up / spin down)   0.27828 / 0.21668 hartree
LUMO level (spin up / spin down)   -8.4 / -11.1 eV
M   296.20 g mol⁻¹

***

[5]
Density functional theory data (ωB97M-V with the def2-TZVPD basis set) for CH5FN2 as an isolated structure in a non-equilibrium geometry.

Geometry as XYZ:
```
9
Properties=species:S:1:pos:R:3:forces:R:3:lowdin_charge:R:1
F -2.2645 0.8397 0.2571 0.47 -1.03 -0.03 -0.28
N -1.6563 -0.7053 0.1312 0.43 1.60 -2.28 0.00
N -0.5137 -0.7937 -0.3915 -0.87 -0.59 2.40 0.05
C 1.6229 0.4618 0.0886 -2.09 1.32 -1.73 0.09
H 1.5532 0.5193 -1.0163 -0.20 0.60 1.04 0.01
H -0.4417 -0.3894 -1.3044 -0.43 0.35 -0.64 0.06
H -1.9284 -0.9700 1.0598 0.75 -0.26 0.63 0.12
H 2.3761 -0.1531 0.3711 2.01 -1.95 1.18 -0.06
H 1.2524 1.1907 0.8044 -0.08 -0.04 -0.58 0.01
```
Positions in Å, forces in eV/Å.

Calculated values
Gap between HOMO and LUMO (spin up / spin down)   0.29903 / 0.34822 hartree
LUMO level (spin up / spin down)   -0.7 / 0.1 eV
M   64.06 g mol⁻¹

***

[6]
Density functional theory data (ωB97M-V with the def2-TZVPD basis set) for C40H47N4O5P2Si2Tl as an isolated structure in a non-equilibrium geometry.

Geometry as XYZ:
```
101
Properties=species:S:1:pos:R:3:forces:R:3:lowdin_charge:R:1
Tl -1.3580 -0.5532 -1.1684 0.63 0.04 0.23 0.91
P 0.5226 -1.6327 1.5348 0.44 -0.71 -0.31 0.58
P 2.0829 -0.4495 -0.6490 -0.02 -0.79 0.04 0.56
Si -1.1452 0.5920 2.6974 -0.22 0.39 0.16 0.27
Si 1.2875 1.8369 -2.4145 -0.17 0.09 -0.06 0.26
O -3.2175 1.4746 -0.9675 -0.21 -0.12 -0.67 -0.16
O -3.4877 0.1781 -3.6439 0.08 -0.12 0.16 -0.01
O -4.9924 7.0480 -2.9766 0.02 0.24 0.29 0.01
O -5.3835 5.9045 -4.7451 -0.09 -0.14 -0.27 0.01
O -2.8412 -3.1689 -1.4283 -0.35 -0.13 0.20 -0.04
N -4.9543 5.9927 -3.5987 0.12 -0.01 -0.10 -0.39
N -4.7370 -4.1517 -0.7052 0.00 -0.08 0.00 0.14
N 1.0716 0.6571 -1.2214 0.13 -0.01 0.00 -0.35
N -0.7138 -0.6145 1.6089 0.15 -0.06 -0.01 -0.31
C -2.0014 -4.7549 2.5591 -0.04 0.07 0.00 -0.11
C 2.8032 -1.3937 5.6108 0.02 0.00 -0.04 -0.12
C -3.4929 2.4852 -1.6414 -0.21 0.12 0.01 -0.38
C 0.2173 1.3741 3.7639 0.12 -0.09 -0.05 -0.17
C -1.9444 2.0160 1.7601 0.02 -0.15 0.21 -0.19
C -4.3570 -1.8038 -0.1497 0.13 0.03 -0.04 -0.03
C -1.3977 -5.8619 1.9769 -0.04 -0.02 -0.02 -0.13
C 2.6876 -0.9907 3.2395 -0.02 -0.08 0.12 -0.08
C -3.8831 -3.0784 -0.8072 0.15 0.07 -0.19 -0.59
C -3.9208 4.9115 -1.6386 -0.12 0.14 -0.19 -0.01
C 0.7297 1.1815 -4.0984 -0.07 0.05 0.00 -0.17
C 3.8395 -2.2386 -4.5663 -0.03 -0.04 -0.01 -0.13
C 1.5674 -1.7859 0.2279 -0.40 1.02 0.20 -0.43
C 4.5863 -1.2785 -3.9041 0.02 0.00 0.02 -0.11
C 5.2381 1.8560 1.8458 -0.04 0.01 0.02 -0.12
C 3.3699 -0.8922 4.4457 -0.03 -0.01 0.05 -0.09
C 3.0373 1.6429 0.8951 0.17 -0.04 -0.09 -0.11
C -0.2140 -3.3291 1.7481 -0.30 0.10 -0.14 -0.27
C -3.4756 3.7964 -1.0129 -0.01 0.04 0.00 -0.01
C 2.9453 -1.1777 -2.1243 -0.23 0.07 -0.16 -0.26
C 2.1973 -2.1448 -2.8095 0.20 0.00 0.01 -0.10
C -3.8087 1.3121 -3.9198 -0.14 -0.08 -0.10 -0.25
C 3.4227 0.4873 0.2082 -0.09 0.07 0.15 -0.30
C 4.7225 0.0147 0.3774 0.01 0.05 0.06 -0.11
C 2.6360 -2.6716 -4.0143 0.01 0.07 0.07 -0.10
C -4.3259 3.6440 -3.6588 -0.10 0.13 -0.07 0.02
C -3.8754 2.4832 -3.0574 0.22 -0.05 0.34 -0.11
C 0.3737 -4.4460 1.1606 0.09 -0.03 0.05 -0.08
C 3.0454 2.5211 -2.6556 0.06 -0.07 0.08 -0.17
C 5.6285 0.7036 1.1764 0.02 -0.06 -0.03 -0.11
C 0.2037 3.3188 -1.9868 -0.02 0.01 -0.07 -0.17
C -4.3973 4.8440 -2.9733 0.09 -0.19 0.20 -0.19
C 1.4248 -1.5695 3.1696 -0.07 -0.04 0.07 -0.26
C -0.2098 -5.7031 1.2742 0.03 0.05 0.07 -0.10
C 1.5517 -1.9934 5.5555 -0.08 0.00 -0.01 -0.11
C -2.4198 -0.0034 3.9844 -0.07 -0.01 -0.03 -0.20
C 3.9338 2.3192 1.7111 -0.02 -0.03 -0.03 -0.10
C 0.8702 -2.0771 4.3471 0.05 0.11 0.01 -0.10
C -1.4152 -3.4998 2.4384 0.07 -0.02 -0.07 -0.11
C 4.1367 -0.7452 -2.6973 0.01 -0.03 0.03 -0.11
H -2.5413 1.6254 0.9306 0.09 0.21 0.21 -0.01
H 0.4667 3.7174 -1.0003 -0.02 -0.04 -0.06 0.02
H -1.8869 -2.6272 2.8793 -0.07 -0.01 -0.08 0.08
H 3.5843 2.5497 -1.7027 -0.01 0.05 -0.08 0.01
H 4.3476 -0.4233 4.4757 -0.01 0.00 -0.04 0.09
H -4.6446 3.6175 -4.6942 0.01 -0.01 0.00 0.11
H 5.0172 -0.9142 -0.0984 0.00 0.03 0.02 0.10
H -0.2741 0.7485 -4.0015 0.07 0.05 -0.06 0.01
H -1.8578 -6.8419 2.0605 0.02 0.03 0.00 0.08
H -2.5908 2.6288 2.4021 0.07 -0.04 -0.01 0.03
H 1.3997 0.3866 -4.4445 -0.02 0.04 0.04 0.02
H -3.6906 -1.5728 0.6863 -0.01 -0.04 0.01 0.07
H -4.2701 -0.9757 -0.8572 -0.05 -0.05 0.02 0.05
H 1.1391 1.5144 3.1879 -0.08 0.03 0.06 0.01
H 2.0122 1.9807 0.7819 0.03 0.05 0.00 0.10
H 3.3342 -1.3273 6.5545 0.00 0.01 -0.02 0.08
H 0.3071 4.1277 -2.7206 -0.03 -0.07 0.05 0.02
H -2.9386 -4.8658 3.0962 0.03 0.00 0.00 0.09
H 3.0197 3.5392 -3.0609 -0.05 -0.08 0.00 0.02
H 3.1347 -0.6224 2.3315 0.08 0.01 -0.08 0.07
H 0.2620 -6.5645 0.8144 0.01 0.02 -0.03 0.09
H -2.0018 -0.7917 4.6214 0.00 0.03 -0.05 0.00
H -3.1032 3.8409 0.0032 -0.03 -0.05 -0.04 0.10
H 6.6430 0.3340 1.2852 -0.03 -0.01 0.01 0.09
H 1.2699 -2.4786 -2.3577 -0.01 -0.04 0.00 0.09
H -5.3839 -1.8772 0.2089 0.01 0.01 0.02 0.07
H -0.1161 2.3561 4.1222 -0.02 -0.07 -0.04 0.02
H 4.7273 0.0166 -2.2020 -0.03 0.01 -0.06 0.09
H -4.1072 1.5356 -4.9700 -0.02 0.09 -0.02 0.11
H 5.5228 -0.9373 -4.3325 0.00 0.03 0.03 0.09
H 4.1889 -2.6469 -5.5089 -0.01 0.01 0.02 0.08
H 0.4651 0.7593 4.6350 0.03 0.03 -0.06 0.01
H 5.9413 2.3816 2.4823 0.00 0.00 -0.02 0.09
H -2.7218 0.8244 4.6388 0.02 -0.05 -0.05 0.01
H -4.3418 -5.0425 -0.9561 0.04 -0.02 0.00 0.10
H 3.6203 1.8940 -3.3437 -0.03 0.05 0.03 0.01
H -1.1717 2.6694 1.3368 -0.04 -0.07 -0.04 0.03
H 3.6171 3.2075 2.2463 -0.02 -0.02 0.00 0.10
H -0.1096 -2.5389 4.3184 0.07 0.00 0.06 0.08
H 2.0395 -3.4164 -4.5295 0.00 0.01 0.02 0.09
H -3.3238 -0.3987 3.5046 0.07 0.03 0.02 0.01
H 0.6895 1.9631 -4.8675 0.02 -0.06 0.06 0.02
H -0.8512 3.0263 -1.9530 0.09 0.04 0.03 0.01
H -3.9252 5.8731 -1.1457 0.00 0.00 0.06 0.11
H -5.4559 -4.1534 -0.0048 0.02 0.06 0.05 0.08
H 1.1020 -2.3918 6.4599 0.00 0.00 -0.04 0.09
H 1.2937 -4.2948 0.6051 -0.05 0.02 -0.03 0.08
```
Positions in Å, forces in eV/Å.

Calculated values
Total charge   -2
Gap between HOMO and LUMO   0.20882 hartree
LUMO level   4.1 eV
M   986.34 g mol⁻¹

***

Going through the records in order, we get E values of -841.020142, -2591.991674, -485.144937, -1916.184664, -250.247219, -3581.973133 Ha.